[1]
Here is a 2-piece molecular cluster, CH4N4S overall at a distorted geometry from the Open Molecules 2025 dataset. Energies are from the ωB97M-V functional and the def2-TZVPD basis.

Results
Electronic energy (Eh): -657.555348
Energy relative to the best compared isomer or geometry (same formula, charge and spin) (kcal/mol): 75.5
Max |F| (hartree/bohr): 0.0694
Lowest unoccupied orbital energy (hartree): -0.0035
SMILES: N#[N+][S-].[H]/N=N\C

Each line ends with the natural charge from an NBO analysis.
CARTESIAN COORDINATES (ANGSTROEM)
N  -0.01  0.83  2.53  0.06
N  0.46  -0.04  3.08  -0.19
S  1.51  -1.18  3.00  0.15
H  1.87  -0.81  0.24  0.27
N  1.82  0.15  0.86  -0.33
N  0.73  0.74  0.69  -0.13
C  -0.44  0.27  0.00  -0.47
H  -0.48  0.90  -0.85  0.23
H  -0.40  -0.74  -0.07  0.19
H  -1.28  0.58  0.47  0.22

---

[2]
Here is an isolated ion of composition CH4N5O4 and charge +1 at a distorted geometry from the Open Molecules 2025 dataset. Energies are from the ωB97M-V functional and the def2-TZVPD basis.

Results
Electronic energy (Eh): -614.616799
Energy relative to the best compared isomer or geometry (same formula, charge and spin) (kcal/mol): 0.0
Max |F| (hartree/bohr): 0.0686
Lowest unoccupied orbital energy (spin up / spin down) (hartree): -0.2269 / -0.2269
Net charge: +1
SMILES: [H]/N=[NH+]/NC([N+](=O)O)=[N+]([O-])[O-]

Each line ends with the natural charge from an NBO analysis.
CARTESIAN COORDINATES (ANGSTROEM)
H  -0.61  -1.86  1.98  0.39
N  -0.25  -1.53  1.15  -0.27
N  -0.95  -1.38  0.15  0.05
N  -0.53  -0.56  -0.81  -0.35
C  0.39  0.42  -0.48  0.22
N  0.28  1.11  0.62  0.41
O  1.08  1.97  0.89  -0.31
O  -0.75  0.88  1.52  -0.52
N  1.35  0.67  -1.64  0.54
O  2.18  1.52  -1.50  -0.26
O  1.09  -0.02  -2.60  -0.35
H  -1.90  -1.77  0.08  0.43
H  -1.00  -0.80  -1.75  0.48
H  -0.37  1.34  2.39  0.54

---

[3]
Here is the molecule CH4N6 at a distorted geometry from the Open Molecules 2025 dataset. Energies are from the ωB97M-V functional and the def2-TZVPD basis.

Results
Electronic energy (Eh): -368.839984
Energy relative to the best compared isomer or geometry (same formula, charge and spin) (kcal/mol): 84.8
Max |F| (hartree/bohr): 0.1916
Lowest unoccupied orbital energy (hartree): -0.0317
SMILES: [H]/N=c1\nn[nH]n1N

Each line ends with the natural charge from an NBO analysis.
CARTESIAN COORDINATES (ANGSTROEM)
H  0.06  2.57  -0.44  0.35
N  0.67  1.69  -0.12  -0.74
C  -0.32  0.89  0.22  0.43
N  -1.58  0.96  0.11  -0.28
N  -1.93  -0.38  -0.01  0.08
N  -0.91  -1.12  -0.31  -0.21
N  0.15  -0.40  0.45  -0.13
N  1.35  -0.90  -0.11  -0.68
H  -1.13  -2.00  0.01  0.38
H  1.88  -1.35  0.79  0.38
H  1.77  0.04  -0.59  0.42

---

[4]
Here is a 2-piece molecular cluster, CH4NO2Si overall at a distorted geometry from the Open Molecules 2025 dataset. Energies are from the ωB97M-V functional and the def2-TZVPD basis.

Results
Electronic energy (Eh): -535.304372
Energy relative to the best compared isomer or geometry (same formula, charge and spin) (kcal/mol): 3.5
Max |F| (hartree/bohr): 0.0363
Lowest unoccupied orbital energy (hartree): 0.1584
Net charge: -1

Each line ends with the natural charge from an NBO analysis.
CARTESIAN COORDINATES (ANGSTROEM)
C  -0.25  -2.81  1.40  0.54
N  -0.62  1.83  0.00  -1.31
O  0.09  -0.65  0.57  -1.34
O  0.16  -3.60  0.70  -0.59
Si  0.31  0.36  -0.58  1.64
H  -0.73  1.60  0.97  0.38
H  -0.27  2.78  -0.09  0.35
H  1.70  0.56  -1.12  -0.32
H  -0.39  -0.08  -1.86  -0.34

---

[5]
Here is the molecule CH4NO3P at a distorted geometry from the Open Molecules 2025 dataset. Energies are from the ωB97M-V functional and the def2-TZVPD basis.

Results
Electronic energy (Eh): -662.369973
Energy relative to the best compared isomer or geometry (same formula, charge and spin) (kcal/mol): 18.7
Max |F| (hartree/bohr): 0.0730
Lowest unoccupied orbital energy (hartree): 0.0162
SMILES: [H]/N=C/P(=O)(O)O

Each line ends with the natural charge from an NBO analysis.
CARTESIAN COORDINATES (ANGSTROEM)
H  -1.01  -2.61  -1.37  0.38
N  -0.73  -1.63  -1.08  -0.61
C  -0.29  -1.19  -0.01  -0.16
P  -0.04  0.64  0.38  2.19
O  -1.11  0.85  1.35  -1.07
O  1.50  0.72  0.90  -0.97
O  -0.12  1.90  -0.80  -0.94
H  -0.10  -1.74  0.87  0.18
H  1.55  1.54  1.36  0.50
H  0.35  1.54  -1.60  0.49

---

[6]
Here is the molecule CH4NOP at a distorted geometry from the Open Molecules 2025 dataset. Energies are from the ωB97M-V functional and the def2-TZVPD basis.

Results
Electronic energy (Eh): -511.706223
Energy relative to the best compared isomer or geometry (same formula, charge and spin) (kcal/mol): 99.1
Max |F| (hartree/bohr): 0.0882
Lowest unoccupied orbital energy (spin up / spin down) (hartree): -0.0178 / -0.0180
SMILES: [H]/P=N/OC

Each line ends with the natural charge from an NBO analysis.
CARTESIAN COORDINATES (ANGSTROEM)
H  1.92  2.25  -0.59  -0.08
P  1.36  1.52  -1.53  0.51
N  0.63  0.71  -0.14  -0.36
O  -0.40  -0.04  -0.56  -0.38
C  -0.82  -0.93  0.50  -0.29
H  -0.21  -1.91  0.62  0.19
H  -1.92  -1.13  0.21  0.21
H  -0.56  -0.45  1.49  0.21

---

[7]
Here is a 2-piece molecular cluster, CH4NOP overall at a distorted geometry from the Open Molecules 2025 dataset. Energies are from the ωB97M-V functional and the def2-TZVPD basis.

Results
Electronic energy (Eh): -511.723521
Energy relative to the best compared isomer or geometry (same formula, charge and spin) (kcal/mol): 88.3
Max |F| (hartree/bohr): 0.0497
Lowest unoccupied orbital energy (spin up / spin down) (hartree): -0.0334 / -0.0323

Each line ends with the natural charge from an NBO analysis.
CARTESIAN COORDINATES (ANGSTROEM)
C  1.62  -0.17  -0.50  -0.04
N  2.34  0.53  0.22  -0.62
O  -2.98  -0.48  0.76  -0.98
P  -1.96  0.32  -0.20  0.49
H  -3.89  -0.43  0.53  0.50
H  2.21  -0.41  -1.36  0.15
H  0.58  -0.49  -0.46  0.15
H  2.08  1.13  1.00  0.35

---

[8]
Here is a 2-piece molecular cluster, CH4NOP overall at a distorted geometry from the Open Molecules 2025 dataset. Energies are from the ωB97M-V functional and the def2-TZVPD basis.

Results
Electronic energy (Eh): -511.744165
Energy relative to the best compared isomer or geometry (same formula, charge and spin) (kcal/mol): 75.3
Max |F| (hartree/bohr): 0.0933
Lowest unoccupied orbital energy (hartree): 0.0213

Each line ends with the natural charge from an NBO analysis.
CARTESIAN COORDINATES (ANGSTROEM)
C  -0.53  0.31  -0.56  -0.10
N  -0.96  1.22  -1.27  -0.66
O  1.13  -1.34  0.70  -0.97
P  0.85  -0.78  -0.83  0.87
H  -1.14  -0.07  0.85  0.03
H  -1.91  1.60  -1.32  0.39
H  0.71  -2.20  0.89  0.49
H  1.92  -0.03  -0.55  -0.05

---

[9]
Here is the molecule CH4NOP at a distorted geometry from the Open Molecules 2025 dataset. Energies are from the ωB97M-V functional and the def2-TZVPD basis.

Results
Electronic energy (Eh): -511.798860
Energy relative to the best compared isomer or geometry (same formula, charge and spin) (kcal/mol): 41.0
Max |F| (hartree/bohr): 0.0877
Lowest unoccupied orbital energy (hartree): 0.0368
SMILES: NP1CO1

Each line ends with the natural charge from an NBO analysis.
CARTESIAN COORDINATES (ANGSTROEM)
N  -1.09  -0.64  -0.32  -1.15
P  0.64  -1.07  0.37  1.09
C  1.32  0.59  0.20  -0.37
O  1.56  -0.37  -0.80  -0.72
H  -1.69  -0.63  0.47  0.38
H  -1.20  -1.22  -1.13  0.38
H  2.08  1.08  0.79  0.19
H  0.70  1.44  0.03  0.20

---

[10]
Here is the molecule CH4NOPS at a distorted geometry from the Open Molecules 2025 dataset. Energies are from the ωB97M-V functional and the def2-TZVPD basis.

Results
Electronic energy (Eh): -909.900723
Energy relative to the best compared isomer or geometry (same formula, charge and spin) (kcal/mol): 65.4
Max |F| (hartree/bohr): 0.0225
Lowest unoccupied orbital energy (spin up / spin down) (hartree): -0.0469 / -0.0349

Each line ends with the natural charge from an NBO analysis.
CARTESIAN COORDINATES (ANGSTROEM)
C  1.08  0.16  -0.56  -0.18
N  -1.61  -0.52  0.05  -0.74
O  0.25  -0.62  -1.13  -0.52
P  0.52  0.57  1.36  0.27
S  -1.40  0.94  0.60  0.45
H  2.04  -0.30  -0.24  0.19
H  1.25  1.16  -1.01  0.15
H  -2.37  -0.60  -0.62  0.37
H  0.24  -0.78  1.55  0.01